(1)
Molecular formula: C3H4O3
Method: DFT, ωB97M-V/def2-TZVPD

## Properties
Orbital gap = 9.409 eV
Spin multiplicity = 1
HOMO level = -9.2 eV

Structure (XYZ):
```
10
Properties=species:S:1:pos:R:3:forces:R:3:nbo_charge:R:1
O -0.220 1.561 -1.393 -0.36 0.07 -0.02 -0.670
C -0.108 0.281 -0.951 0.02 -0.16 -0.13 0.320
C -0.648 -0.193 0.294 0.07 0.33 0.16 0.290
O -1.274 -0.610 -0.863 0.10 0.10 -0.16 -0.479
C 1.366 -0.707 1.176 -0.22 -0.40 0.29 0.086
O 0.133 -1.135 1.034 0.45 0.10 -0.01 -0.471
H -0.572 2.119 -0.688 -0.01 -0.04 -0.19 0.482
H 0.740 -0.231 -1.395 -0.08 0.11 0.13 0.189
H -1.246 0.410 0.978 0.12 -0.05 -0.04 0.174
H 1.830 -1.495 1.807 -0.09 -0.06 -0.04 0.079
```
Positions in Å, forces in eV/Å.

---

(2)
Molecular formula: C3H4O3
Method: DFT, ωB97M-V/def2-TZVPD

## Properties
SMILES string = O=C(O)O.C#C
Orbital gap = 11.282 eV
Spin multiplicity = 1
HOMO level = -10.8 eV

Structure (XYZ):
```
10
Properties=species:S:1:pos:R:3:forces:R:3:nbo_charge:R:1
O -0.467 0.334 1.570 -0.24 -0.51 1.31 -0.610
C -1.346 0.010 0.838 0.52 0.83 -1.11 0.988
O -2.459 -0.720 1.067 0.02 0.09 -2.85 -0.663
O -1.346 0.408 -0.455 0.61 0.70 -1.86 -0.754
H -2.821 -0.834 0.090 0.63 0.17 2.95 0.509
H -0.529 0.909 -0.807 -1.52 -1.31 1.63 0.532
C 2.370 0.078 -1.167 -0.93 -0.80 2.73 -0.261
C 2.076 -0.093 -0.004 0.89 0.95 -2.06 -0.205
H 2.535 -0.133 -2.154 0.42 0.03 -1.98 0.221
H 1.987 0.041 1.021 -0.41 -0.15 1.24 0.243
```
Positions in Å, forces in eV/Å.

---

(3)
Molecular formula: C3H4O3
Method: DFT, ωB97M-V/def2-TZVPD

## Properties
SMILES string = O=C1OCCO1
Orbital gap = 11.728 eV
Spin multiplicity = 1
HOMO level = -10.9 eV

Structure (XYZ):
```
10
Properties=species:S:1:pos:R:3:forces:R:3:nbo_charge:R:1
O 2.422 0.451 0.389 0.06 -0.63 -0.61 -0.542
C 1.397 0.072 -0.081 0.66 0.18 0.29 0.960
O 0.588 0.818 -0.891 0.23 0.22 0.18 -0.505
C -0.592 0.695 -0.088 -0.38 0.06 0.10 -0.116
C -0.654 -0.822 0.037 -0.20 0.08 0.01 -0.097
O 0.750 -1.079 0.249 0.16 0.09 0.05 -0.496
H -0.291 1.126 0.877 -0.69 0.02 0.11 0.183
H -1.419 1.254 -0.513 -0.04 -0.27 -0.19 0.217
H -1.203 -1.200 0.901 0.07 0.12 -0.10 0.203
H -0.997 -1.314 -0.880 0.11 0.13 0.15 0.192
```
Positions in Å, forces in eV/Å.

---

(4)
Molecular formula: C3H4O3
Method: DFT, ωB97M-V/def2-TZVPD

## Properties
SMILES string = O=C(O)[C@H]1CO1
Orbital gap = 11.057 eV
Spin multiplicity = 1
HOMO level = -10.6 eV

Structure (XYZ):
```
10
Properties=species:S:1:pos:R:3:forces:R:3:nbo_charge:R:1
O -1.011 1.531 0.333 -0.83 0.09 -0.09 -0.531
C -1.072 0.355 0.154 -0.88 0.01 0.60 0.755
O -2.303 -0.335 0.230 2.27 -1.11 -1.04 -0.678
C 0.227 -0.394 0.010 0.07 -1.84 -0.29 -0.079
C 1.460 0.374 -0.283 -1.10 0.77 0.78 -0.107
O 1.131 -0.101 1.074 0.21 0.31 -1.49 -0.457
H -2.157 -1.297 -0.059 -0.26 1.97 0.69 0.483
H 0.134 -1.487 -0.275 0.34 1.24 0.35 0.183
H 1.283 1.495 -0.432 0.59 -1.79 0.27 0.228
H 2.308 -0.142 -0.752 -0.41 0.35 0.22 0.203
```
Positions in Å, forces in eV/Å.

---

(5)
Molecular formula: C3H4O3
Method: DFT, ωB97M-V/def2-TZVPD

## Properties
Orbital gap = 9.218 eV
Spin multiplicity = 1
HOMO level = -9.4 eV

Structure (XYZ):
```
10
Properties=species:S:1:pos:R:3:forces:R:3:nbo_charge:R:1
O -2.154 0.097 -1.300 0.24 0.06 0.64 -0.525
C -1.236 0.144 -0.552 0.42 -0.39 -0.44 0.986
O -1.246 -0.365 0.763 0.23 -0.73 -0.02 -0.517
C -0.499 -1.411 1.095 -0.36 -0.34 -0.44 0.141
C 1.091 0.698 0.017 0.30 -0.14 0.56 -0.268
O -0.052 0.663 -0.843 -0.14 0.35 -0.30 -0.495
H 0.899 0.308 1.038 0.05 0.33 -0.56 0.203
H -0.099 -1.953 0.142 -0.47 1.05 0.62 0.065
H 1.433 1.738 0.083 -0.18 -0.30 -0.06 0.209
H 1.863 0.081 -0.444 -0.07 0.12 -0.01 0.201
```
Positions in Å, forces in eV/Å.

---

(6)
Molecular formula: C3H4O3
Method: DFT, ωB97M-V/def2-TZVPD

## Properties
SMILES string = O=C1OCCO1
Orbital gap = 11.873 eV
Spin multiplicity = 1
HOMO level = -11.1 eV

Structure (XYZ):
```
10
Properties=species:S:1:pos:R:3:forces:R:3:nbo_charge:R:1
O 2.648 0.115 -0.091 0.16 0.12 -0.18 -0.559
C 1.467 0.052 -0.102 -0.22 0.04 0.03 0.964
O 0.612 1.031 -0.512 0.57 0.11 0.10 -0.496
C -0.661 0.734 0.052 -0.25 -0.04 0.11 -0.101
C -0.632 -0.780 0.032 -0.02 -0.12 -0.07 -0.101
O 0.753 -1.016 0.316 -0.03 -0.29 0.07 -0.493
H -0.684 1.129 1.069 -0.14 0.01 0.04 0.184
H -1.420 1.211 -0.558 -0.12 -0.11 -0.03 0.207
H -1.236 -1.325 0.762 0.10 0.35 -0.03 0.209
H -0.846 -1.154 -0.970 -0.06 -0.08 -0.04 0.185
```
Positions in Å, forces in eV/Å.

---

(7)
Molecular formula: C3H4O3
Method: DFT, ωB97M-V/def2-TZVPD

## Properties
Orbital gap = 10.292 eV
Spin multiplicity = 1
HOMO level = -9.9 eV

Structure (XYZ):
```
10
Properties=species:S:1:pos:R:3:forces:R:3:nbo_charge:R:1
C -0.203 -0.392 0.463 2.95 -1.47 -3.35 -0.064
C -0.677 0.867 -0.118 -0.30 3.77 4.84 -0.100
C 1.175 0.057 -0.003 4.11 -1.11 2.80 0.759
H -0.384 -1.514 -1.281 0.18 0.06 4.56 0.476
H -0.217 -0.594 1.492 -0.51 0.18 1.45 0.221
H -1.205 1.413 0.863 0.99 -0.55 -3.30 0.207
H -1.186 0.920 -1.059 -0.12 0.04 -0.33 0.220
O -0.373 -1.582 -0.184 -2.07 -2.41 -4.71 -0.685
O 0.811 1.386 -0.171 -1.38 -1.62 -1.15 -0.494
O 2.260 -0.562 -0.004 -3.86 3.13 -0.80 -0.539
```
Positions in Å, forces in eV/Å.

---

(8)
Molecular formula: C3H4O3
Method: DFT, ωB97M-V/def2-TZVPD

## Properties
SMILES string = O=CC(=O)CO
Orbital gap = 9.477 eV
Spin multiplicity = 1
HOMO level = -10.3 eV

Structure (XYZ):
```
10
Properties=species:S:1:pos:R:3:forces:R:3:nbo_charge:R:1
O -1.767 -1.317 0.578 0.01 0.56 -0.42 -0.465
C -1.653 -0.318 -0.091 -0.11 -0.46 0.30 0.343
C -0.331 0.439 -0.151 0.17 0.36 0.01 0.458
O -0.306 1.617 -0.435 -0.06 -0.58 0.03 -0.507
C 0.915 -0.338 0.196 -0.17 -0.15 0.00 -0.168
O 2.070 0.382 -0.103 0.00 0.20 0.05 -0.699
H -2.477 0.117 -0.686 0.03 0.00 0.13 0.138
H 0.900 -1.286 -0.357 0.03 0.11 0.06 0.206
H 0.846 -0.603 1.265 0.01 0.03 -0.14 0.209
H 1.802 1.308 -0.215 0.07 -0.07 -0.02 0.486
```
Positions in Å, forces in eV/Å.

---

(9)
Molecular formula: C3H4O3Ru
Method: DFT, ωB97M-V/def2-TZVPD

## Properties
Total charge = +3
Orbital gap (alpha / beta) = 11.737 / 5.810 eV
Spin multiplicity = 6
⟨S²⟩ = 8.76
HOMO level (alpha / beta) = -27.4 / -26.2 eV

Structure (XYZ):
```
11
Properties=species:S:1:pos:R:3:forces:R:3:nbo_charge:R:1
C 0.474 -0.140 0.324 1.94 -0.45 -0.60 0.093
C 0.646 1.054 -0.562 -0.06 0.97 -0.24 -0.054
O -0.421 -0.170 1.412 0.82 1.10 -1.19 -0.746
H 1.386 -0.710 0.528 0.03 -0.34 -0.15 0.336
H 1.535 1.428 -1.073 0.88 -0.91 0.27 0.360
H 0.175 1.966 -0.184 -1.30 -0.05 -0.74 0.315
H 0.009 -0.037 2.268 0.62 0.24 1.11 0.614
O -0.032 0.148 -1.837 0.07 -0.15 1.95 -0.193
C -0.392 -0.752 -1.012 0.18 2.40 -1.92 0.859
O -1.379 -1.443 -0.881 0.87 -0.85 -0.76 -0.444
Ru -2.002 -1.342 1.017 -4.04 -1.96 2.26 1.860
```
Positions in Å, forces in eV/Å.

---

(10)
Molecular formula: C3H4O3Sc
Method: DFT, ωB97M-V/def2-TZVPD

## Properties
Total charge = +1
Orbital gap (alpha / beta) = 6.981 / 6.980 eV
Spin multiplicity = 1
HOMO level (alpha / beta) = -13.8 / -13.8 eV

Structure (XYZ):
```
11
Properties=species:S:1:pos:R:3:forces:R:3:nbo_charge:R:1
O -1.007 -0.468 -0.063 1.11 -0.06 0.38 -0.505
C -1.893 0.555 -0.123 -4.37 -3.60 -2.51 0.948
O -1.537 1.691 0.359 3.34 2.53 1.70 -0.836
O -2.984 0.313 -0.629 2.54 0.99 1.25 -0.533
C 0.309 -0.304 0.530 -1.73 1.23 0.59 -0.318
H 0.343 -0.877 1.468 -0.13 0.13 -0.10 0.211
C 1.371 -0.708 -0.434 1.76 2.44 -0.49 -0.639
H 0.973 -1.053 -1.403 0.21 -0.05 0.57 0.283
H 2.102 -1.371 0.048 -0.24 0.08 -0.51 0.259
Sc 0.323 1.925 0.941 -1.64 -1.83 -0.99 1.976
H 1.999 0.296 -0.692 -0.83 -1.86 0.12 0.154
```
Positions in Å, forces in eV/Å.

---

(11)
Molecular formula: C3H4O3V
Method: DFT, ωB97M-V/def2-TZVPD

## Properties
Total charge = +1
Orbital gap (alpha / beta) = 5.944 / 8.306 eV
Spin multiplicity = 5
⟨S²⟩ = 6.00
HOMO level (alpha / beta) = -11.7 / -14.0 eV

Structure (XYZ):
```
11
Properties=species:S:1:pos:R:3:forces:R:3:nbo_charge:R:1
O -1.349 0.338 1.676 -1.59 -0.25 -3.14 -0.400
C -1.131 0.468 0.509 5.61 -0.72 3.77 0.821
C -0.386 1.461 -0.290 -8.43 5.49 0.33 -0.675
H -0.672 1.378 -1.343 1.05 0.24 0.25 0.299
H 0.490 1.925 0.179 -0.20 -0.88 -0.37 0.305
H -1.391 2.074 0.169 2.53 1.64 -1.98 0.227
V 0.489 -2.004 1.709 0.11 0.21 -0.50 0.895
O 0.153 -0.440 0.185 0.93 -5.58 1.27 -0.762
C 0.683 -0.876 -0.961 -0.86 1.05 0.03 0.480
O 1.227 -2.008 -0.598 1.09 -1.04 0.67 -0.733
H 1.887 -2.318 -1.235 -0.23 -0.16 -0.33 0.542
```
Positions in Å, forces in eV/Å.

---

(12)
Molecular formula: C3H4O4
Method: DFT, ωB97M-V/def2-TZVPD

## Properties
Orbital gap = 10.058 eV
Spin multiplicity = 1
HOMO level = -9.6 eV

Structure (XYZ):
```
11
Properties=species:S:1:pos:R:3:forces:R:3:nbo_charge:R:1
C -0.936 0.791 0.033 0.57 0.74 0.36 -0.322
C -0.649 -0.978 -0.167 0.71 -1.33 0.15 0.942
C 1.123 0.578 -0.051 -0.73 0.84 -0.11 0.550
O -1.680 -0.437 0.439 0.97 -0.02 -0.27 -0.461
O 0.693 -0.904 0.755 -0.94 -0.14 -0.49 -0.684
O -0.524 -1.718 -1.101 -0.02 0.77 0.55 -0.585
O 1.710 1.374 0.595 -0.45 -0.62 -0.22 -0.538
H 1.253 -1.650 0.478 -0.14 0.08 -0.05 0.510
H -1.438 1.265 -0.805 0.06 -0.08 -0.01 0.202
H -0.811 1.408 0.915 -0.11 0.08 -0.07 0.217
H 1.260 0.271 -1.091 0.08 -0.31 0.16 0.170
```
Positions in Å, forces in eV/Å.

---

(13)
Molecular formula: C3H4O4S
Method: DFT, ωB97M-V/def2-TZVPD

## Properties
Orbital gap (alpha / beta) = 7.441 / 8.297 eV
Spin multiplicity = 1
HOMO level (alpha / beta) = -8.5 / -9.0 eV

Structure (XYZ):
```
12
Properties=species:S:1:pos:R:3:forces:R:3:nbo_charge:R:1
C -0.074 -1.445 0.311 1.13 -1.79 0.98 -0.028
C -1.089 0.503 -0.126 2.01 0.13 -3.02 -0.087
C 0.205 0.986 -0.900 -2.82 4.01 4.85 -0.117
O 1.607 -2.943 1.445 2.30 -0.66 0.45 -0.917
O -1.061 -0.931 -0.320 -2.00 0.34 -0.37 -0.472
O 1.603 1.497 0.768 -0.01 0.10 0.32 -0.176
O 1.289 0.570 -0.091 1.18 0.15 -1.05 -0.115
S 0.208 -2.645 1.381 -2.43 1.24 -1.03 1.082
H -1.002 0.625 0.900 -0.11 0.97 1.89 0.204
H -1.883 1.034 -0.639 -0.78 -0.75 0.29 0.210
H 0.101 0.595 -1.821 0.71 -1.61 -3.18 0.204
H 0.095 2.154 -0.907 0.82 -2.14 -0.13 0.211
```
Positions in Å, forces in eV/Å.

---

(14)
Molecular formula: C3H4OS
Method: DFT, ωB97M-V/def2-TZVPD

## Properties
Orbital gap (alpha / beta) = 7.975 / 7.980 eV
Spin multiplicity = 1
HOMO level (alpha / beta) = -8.6 / -8.6 eV

Structure (XYZ):
```
9
Properties=species:S:1:pos:R:3:forces:R:3:nbo_charge:R:1
C 2.196 -0.485 -0.888 -0.88 1.17 -1.07 -0.389
C 1.101 0.190 -0.740 -2.87 -0.03 1.67 -0.209
C -1.005 0.301 0.256 2.95 0.45 0.12 -0.450
O 2.608 2.049 -2.118 -1.07 -1.21 0.00 -0.938
S 1.804 0.790 -2.242 1.57 0.56 0.49 1.110
H 2.969 -1.203 -0.725 0.06 -0.17 0.26 0.253
H -1.567 0.781 -0.526 0.07 -0.01 -0.31 0.199
H -0.949 0.921 1.207 0.26 -1.12 -1.36 0.218
H -1.095 -0.781 0.327 -0.10 0.35 0.19 0.206
```
Positions in Å, forces in eV/Å.

---

(15)
Molecular formula: C3H4OS
Method: DFT, ωB97M-V/def2-TZVPD

## Properties
Orbital gap = 8.165 eV
Spin multiplicity = 1
HOMO level = -8.0 eV

Structure (XYZ):
```
9
Properties=species:S:1:pos:R:3:forces:R:3:nbo_charge:R:1
C 2.184 1.022 -0.634 0.73 0.17 1.57 0.501
C -0.998 -0.499 -0.575 -0.80 1.49 0.49 -0.243
C -0.925 0.115 0.792 1.14 -2.51 0.67 -0.761
O 2.533 0.941 0.447 -0.52 0.08 -1.54 -0.512
S 0.292 -1.293 -1.232 -0.33 0.33 0.08 0.186
H -0.234 -1.127 -2.457 0.35 -0.77 -0.27 0.141
H -1.757 -0.172 1.410 -0.82 -0.49 -0.06 0.252
H -1.030 1.159 0.824 -0.02 1.59 -0.76 0.257
H -0.064 -0.145 1.425 0.26 0.11 -0.18 0.180
```
Positions in Å, forces in eV/Å.

---

(16)
Molecular formula: C3H4OS
Method: DFT, ωB97M-V/def2-TZVPD

## Properties
Orbital gap (alpha / beta) = 7.443 / 7.252 eV
Spin multiplicity = 1
HOMO level (alpha / beta) = -7.8 / -7.5 eV

Structure (XYZ):
```
9
Properties=species:S:1:pos:R:3:forces:R:3:nbo_charge:R:1
C 0.145 1.064 1.600 -0.19 -0.58 -0.12 -0.422
C 0.943 -0.455 -0.442 1.73 1.12 0.33 0.645
C -0.406 -0.523 -1.002 0.78 -0.99 -1.26 -0.770
O 2.004 -0.869 -0.787 -1.75 0.62 0.69 -0.481
S -1.389 1.440 1.731 0.80 -0.15 -0.21 0.091
H 0.895 1.104 2.402 -0.11 0.09 -0.33 0.178
H -0.935 0.333 -1.334 -0.03 1.47 0.60 0.269
H -0.939 -1.026 -0.240 -1.10 -0.64 0.53 0.258
H -0.317 -1.069 -1.927 -0.13 -0.93 -0.24 0.231
```
Positions in Å, forces in eV/Å.

---

(17)
Molecular formula: C3H4OS
Method: DFT, ωB97M-V/def2-TZVPD

## Properties
Orbital gap = 9.190 eV
Spin multiplicity = 1
HOMO level = -9.0 eV

Structure (XYZ):
```
9
Properties=species:S:1:pos:R:3:forces:R:3:nbo_charge:R:1
C -1.068 -0.191 -0.080 -1.83 -2.28 -0.67 0.209
C 0.099 0.766 -0.096 -1.31 -0.21 0.89 -0.527
C 0.858 -0.507 0.178 -1.02 0.81 -2.24 -0.056
H 0.104 1.643 0.534 -0.16 -0.25 0.89 0.242
H 0.221 1.216 -1.051 0.30 -0.27 -1.26 0.246
H 1.077 -0.684 1.139 1.03 -0.45 3.63 0.183
H 1.654 -0.592 -0.449 2.48 -0.79 -1.61 0.182
O -0.240 -1.372 -0.202 -1.33 2.92 0.45 -0.482
S -2.704 -0.280 0.026 1.84 0.53 -0.08 0.003
```
Positions in Å, forces in eV/Å.

---

(18)
Molecular formula: C3H4OS
Method: DFT, ωB97M-V/def2-TZVPD

## Properties
SMILES string = O=C=CCS
Orbital gap = 9.097 eV
Spin multiplicity = 1
HOMO level = -9.2 eV

Structure (XYZ):
```
9
Properties=species:S:1:pos:R:3:forces:R:3:nbo_charge:R:1
O 1.465 -2.612 0.940 -2.34 4.33 -2.76 -0.465
C 0.852 -1.626 0.529 1.87 -3.88 3.30 0.686
C 0.016 -0.623 0.481 -0.51 3.41 -0.47 -0.553
C 0.043 0.927 0.016 -1.13 -1.67 -0.04 -0.463
S -1.370 1.377 -1.155 -0.17 0.60 2.05 -0.043
H -0.917 -0.686 1.022 -0.07 -1.10 0.16 0.277
H 0.794 1.062 -0.694 1.90 0.44 -0.30 0.216
H 0.045 1.685 0.834 0.14 -0.98 -0.53 0.236
H -0.928 0.496 -1.973 0.30 -1.13 -1.41 0.107
```
Positions in Å, forces in eV/Å.

---

(19)
Molecular formula: C3H4OS
Method: DFT, ωB97M-V/def2-TZVPD

## Properties
Orbital gap = 9.491 eV
Spin multiplicity = 1
HOMO level = -8.7 eV

Structure (XYZ):
```
9
Properties=species:S:1:pos:R:3:forces:R:3:nbo_charge:R:1
C 0.393 -1.466 0.146 0.93 1.81 -1.30 -0.297
C -0.057 -0.280 -0.156 1.74 -2.22 -0.04 -0.140
C -1.101 0.744 -0.171 2.70 -1.60 1.02 -0.659
O 2.299 0.758 0.683 0.59 0.44 0.70 -0.949
S 1.770 -0.025 -0.426 -2.41 -2.06 0.14 1.075
H 0.333 -2.546 0.326 0.06 0.89 0.23 0.257
H -0.541 1.476 0.318 0.16 2.17 0.76 0.245
H -1.843 0.387 0.435 -2.57 -0.42 1.05 0.230
H -1.252 0.951 -1.156 -1.19 0.98 -2.55 0.237
```
Positions in Å, forces in eV/Å.

---

(20)
Molecular formula: C3H4OS
Method: DFT, ωB97M-V/def2-TZVPD

## Properties
SMILES string = C[C@@H]1SC1=O
Orbital gap = 10.178 eV
Spin multiplicity = 1
HOMO level = -9.5 eV

Structure (XYZ):
```
9
Properties=species:S:1:pos:R:3:forces:R:3:nbo_charge:R:1
C 0.253 -0.295 1.075 0.28 1.85 -0.31 -0.628
C -0.592 -0.074 -0.246 0.31 2.46 1.62 -0.402
S -0.299 -0.960 -1.760 -0.06 -1.92 -1.29 0.132
C 0.091 0.668 -1.337 0.74 -0.77 -0.47 0.451
O 0.786 1.501 -1.822 -0.50 0.77 0.75 -0.483
H 0.265 0.702 1.704 -0.36 -2.20 -1.06 0.231
H 1.323 -0.621 1.003 -0.80 0.70 -0.96 0.234
H -0.146 -1.148 1.559 -0.94 -0.43 1.10 0.220
H -1.680 0.226 -0.177 1.32 -0.46 0.62 0.245
```
Positions in Å, forces in eV/Å.

---

DFT total energy for every record listed, in sequence, given in eV: -9313.5846 -9316.1333 -9317.6515 -9316.6560 -9314.4171 -9318.2562 -9315.4286 -9317.1557 -11854.4324 -30009.5111 -34990.6357 -11361.4989 -22191.9170 -16052.5816 -16054.9581 -16054.1713 -16056.5895 -16056.1976 -16054.9100 -16056.8647.
Energy relative to the best compared isomer or geometry (same formula, charge and spin) for every record listed, in sequence, given in kJ/mol: 493.6 247.7 101.2 197.3 413.3 42.9 315.7 149.1 133.5 0.0 599.0 435.5 879.5 533.4 304.1 380.0 146.7 184.5 308.7 120.1.